# 1
Computed, not measured: 2 unconnected molecules or ions with the total composition C32H41N4O4, with ωB97M-V/def2-TZVPD.

CARTESIAN COORDINATES (ANGSTROEM)
C: -3.753843 -0.484527 1.745301
C: -3.128413 -1.805682 2.194330
C: -1.600437 -1.798541 2.108645
C: -0.956830 -0.469196 2.426924
N: 0.422441 -0.446486 2.390702
C: 1.136193 -1.701726 2.154039
C: 2.623123 -1.544856 2.447061
O: 3.180039 -0.379468 1.836014
C: 2.544730 0.818258 2.283668
C: 1.048134 0.813966 1.995731
C: -1.702279 0.656660 2.710357
C: -3.176764 0.697895 2.551821
H: -3.550811 -0.335869 0.677443
H: -4.841829 -0.529831 1.862499
H: -3.416674 -1.996946 3.235105
H: -3.524396 -2.635762 1.599585
H: -1.224489 -2.590421 2.774079
H: -1.314896 -2.098878 1.083945
H: 0.747351 -2.476712 2.826581
H: 1.003697 -2.058151 1.112644
H: 2.768465 -1.529540 3.546250
H: 3.183437 -2.378278 2.000647
H: 2.702835 0.981711 3.369415
H: 3.023009 1.622578 1.706212
H: 0.896635 1.009636 0.912827
H: 0.591707 1.641549 2.548790
H: -1.232381 1.576557 3.058807
H: -3.475131 1.641537 2.072355
H: -3.666286 0.702129 3.540243
C: -2.675058 10.328911 5.153522
N: -3.010166 8.956148 4.854234
C: -4.218482 8.616289 4.320524
O: -5.136620 9.397299 4.086952
C: -4.208984 7.104357 4.093024
C: -4.364137 6.729467 2.618456
C: -5.683236 7.193616 2.036238
C: -5.698772 8.114624 0.983149
C: -6.913546 8.594702 0.490173
C: -8.118063 8.129178 1.034628
C: -8.104707 7.196760 2.080061
C: -6.885239 6.725418 2.577657
N: -2.917023 6.707150 4.667007
C: -2.541832 5.415064 4.710888
C: -1.313122 4.980428 5.195267
C: -0.869828 3.661371 5.289253
C: 0.408879 3.309661 5.841821
C: 0.821455 1.938308 5.921406
C: 2.038716 1.570909 6.466775
C: 2.920978 2.559767 6.962239
N: 4.193346 2.207382 7.492306
O: 4.937033 3.129709 7.906497
O: 4.529447 1.000336 7.528393
C: 2.554570 3.918176 6.901910
C: 1.330857 4.283494 6.365030
C: -2.108566 7.850477 5.145516
C: -0.805789 8.033341 4.349162
C: -1.829261 7.800600 6.657324
H: -3.493939 10.976917 4.834269
H: -2.508524 10.458710 6.229659
H: -1.758233 10.618509 4.626455
H: -5.036794 6.661905 4.681340
H: -3.527812 7.171592 2.053533
H: -4.281443 5.634628 2.550549
H: -4.746709 8.468340 0.578566
H: -6.914398 9.336132 -0.311857
H: -9.067809 8.501989 0.648330
H: -9.040062 6.839471 2.516830
H: -6.858239 6.003484 3.398511
H: -3.276035 4.690294 4.344801
H: -0.641380 5.756075 5.556515
H: -1.550176 2.858900 4.994468
H: 0.137095 1.165692 5.552029
H: 2.349478 0.529085 6.524248
H: 3.254499 4.658207 7.284007
H: 1.078664 5.347947 6.361674
H: -1.039964 8.192644 3.287234
H: -0.267109 8.907823 4.736359
H: -0.150658 7.163317 4.428509
H: -2.781308 7.797374 7.205896
H: -1.263771 6.909948 6.940040
H: -1.249958 8.687083 6.946399

Atoms 1-3, force components in eV/Å:
C 0.3 0.1 0.0
C -0.2 0.2 0.3
C -0.3 -0.2 -0.5

## Properties
Frontier orbital gap = 4.078 eV
Maximum force = 0.0814 hartree/bohr
Charge = +1
Energy above the lowest of the compared OMol25 structures with the same formula, charge and spin = 0.00 kJ/mol
Electronic energy = -47989.577 eV

***

# 2
Computed, not measured: 2 unconnected molecules or ions with the total composition C32H41N4S, with ωB97M-V/def2-TZVPD.

CARTESIAN COORDINATES (ANGSTROEM)
C: -0.811811 -4.608475 0.217114
C: -0.610991 -3.284741 -0.481830
N: 0.726742 -2.756402 -0.269361
C: 1.719541 -3.594434 -0.169646
N: 1.589554 -4.954727 -0.109424
C: 0.267190 -5.557534 -0.233098
C: 2.655516 -5.873596 -0.473483
C: 3.987104 -5.516792 0.144516
C: 4.462528 -4.164002 -0.343584
S: 3.291224 -2.824606 -0.036668
H: -0.765171 -4.459687 1.299536
H: -1.786939 -5.030273 -0.032098
H: -0.817894 -3.422111 -1.564044
H: -1.292221 -2.512860 -0.102823
H: 0.269111 -6.475699 0.361983
H: 0.103757 -5.845092 -1.282582
H: 2.332872 -6.868677 -0.147659
H: 2.760822 -5.912295 -1.570698
H: 3.933306 -5.519223 1.237483
H: 4.714311 -6.273956 -0.162415
H: 5.355401 -3.854222 0.213468
H: 4.686164 -4.180043 -1.419357
C: 2.975343 0.640927 5.112521
C: 1.760492 1.215504 5.817029
N: 0.894954 1.928071 4.899516
C: -0.014674 2.853816 5.543326
C: -0.646452 3.809480 4.549017
C: -1.305746 3.028716 3.417222
C: -0.415834 1.962937 2.860661
C: 0.653022 1.442899 3.648544
C: 1.461802 0.394200 3.108020
C: 1.209059 -0.073450 1.836073
C: 0.217119 0.496581 0.989167
C: 0.149944 0.091163 -0.365799
C: -0.397647 0.845076 -1.427491
C: -0.488623 0.266991 -2.731914
C: -1.183893 0.872544 -3.759133
C: -1.863637 2.108260 -3.517645
N: -2.665898 2.658310 -4.471972
C: -2.672090 2.171897 -5.836406
C: -2.461333 0.670098 -5.911834
C: -1.227680 0.251713 -5.119151
C: -3.306426 3.948471 -4.307448
C: -3.559392 4.284798 -2.849431
C: -2.276722 4.115370 -2.043339
C: -1.656773 2.774264 -2.272220
C: -0.867886 2.190603 -1.300030
C: -0.653793 1.457459 1.595528
C: 2.560452 -0.216922 3.919856
H: 3.618453 1.455645 4.762121
H: 3.552601 0.042296 5.820595
H: 1.199547 0.397016 6.304051
H: 2.056585 1.926795 6.596142
H: -0.807593 2.292328 6.070340
H: 0.564202 3.397021 6.299612
H: -1.387066 4.426142 5.062752
H: 0.117620 4.479684 4.138839
H: -2.233652 2.563726 3.788111
H: -1.597947 3.713543 2.612950
H: 1.788901 -0.907814 1.434507
H: 0.623226 -0.854896 -0.621863
H: 0.006460 -0.691861 -2.900798
H: -3.636907 2.453375 -6.275842
H: -1.884952 2.681876 -6.422542
H: -3.337705 0.154811 -5.503435
H: -2.359772 0.374169 -6.958685
H: -0.323916 0.542784 -5.677523
H: -1.198037 -0.838661 -5.023281
H: -2.683580 4.735758 -4.770796
H: -4.250780 3.914156 -4.866705
H: -3.931983 5.308775 -2.773491
H: -4.333572 3.621264 -2.446801
H: -1.556280 4.898640 -2.328534
H: -2.486225 4.245723 -0.976328
H: -0.622183 2.775748 -0.412665
H: -1.544959 1.795759 1.062496
H: 3.428835 -0.396811 3.273888
H: 2.232894 -1.207304 4.274916

Atoms 1-3, force components in eV/Å:
C -0.3 0.0 0.2
C 0.0 0.3 0.0
N 1.4 -1.0 -0.2

## Properties
Frontier orbital gap = 5.957 eV
Maximum force = 0.0346 hartree/bohr
Charge = +1
Electronic energy = -50640.851 eV

***

# 3
Computed, not measured: a molecular structure, C32H41N5SSn, with ωB97M-V/def2-TZVPD.

CARTESIAN COORDINATES (ANGSTROEM)
Sn: -1.306354 -0.323884 -0.042818
N: -1.441198 -2.297950 1.011991
N: -0.265041 -2.830417 -1.716635
C: 1.564505 1.970905 -0.349096
C: 2.394764 0.860353 -0.026642
C: 2.155641 0.510319 1.332599
C: 2.767584 -0.610424 2.076986
H: 3.551114 -1.090834 1.481210
H: 2.021666 -1.376925 2.341675
H: 3.217537 -0.257658 3.016392
C: 1.182471 1.404313 1.850048
C: 0.653341 1.419923 3.230825
H: 1.065231 2.269413 3.800762
H: 0.918055 0.498066 3.765117
H: -0.443812 1.519916 3.249628
C: 0.819696 2.312177 0.814544
C: -0.157564 3.415379 0.941573
H: -1.088410 3.095662 1.437260
H: -0.420464 3.821684 -0.043283
H: 0.267027 4.237405 1.540650
C: 3.284294 0.143927 -0.962536
H: 4.116713 -0.325235 -0.422274
H: 3.705240 0.830061 -1.709882
H: 2.749749 -0.654020 -1.502722
C: 1.447693 2.641934 -1.662242
H: 0.483293 2.420108 -2.147415
H: 2.243068 2.316753 -2.343267
H: 1.519375 3.734369 -1.546768
C: -2.192352 -2.294797 2.142911
H: -2.357920 -1.324834 2.641728
C: -2.775263 -3.464779 2.620363
H: -3.427037 -3.385444 3.488797
C: -2.546652 -4.685379 1.956619
H: -3.066310 -5.594429 2.264241
C: -1.630324 -4.711354 0.921919
H: -1.362925 -5.610385 0.365516
C: -1.018606 -3.498068 0.485801
C: -0.108590 -3.585078 -0.594383
H: 0.509509 -4.471830 -0.755233
C: -0.769315 -1.536511 -1.810174
C: 0.002188 -3.338325 -3.003990
H: 0.414883 -4.317882 -3.154867
C: -0.333255 -2.389245 -3.867908
H: -0.308537 -2.410407 -4.940868
N: -0.617492 -1.223968 -3.141760
C: -0.517860 0.065882 -3.748622
C: 0.673535 0.346956 -4.453498
C: 0.751773 1.506332 -5.227746
H: 1.652925 1.715033 -5.810140
C: -0.325423 2.383556 -5.340731
C: -0.241352 3.565988 -6.256998
H: -0.233602 4.516072 -5.710981
H: -1.086197 3.588977 -6.954945
H: 0.681941 3.510677 -6.837174
C: -1.496034 2.099813 -4.635472
H: -2.369349 2.751797 -4.752401
C: -1.619553 0.939136 -3.856193
C: -2.958226 0.609801 -3.277142
H: -3.353546 -0.341794 -3.657007
H: -3.668837 1.391354 -3.574343
H: -2.978023 0.569893 -2.177694
C: 1.860693 -0.561735 -4.415693
H: 1.633029 -1.551835 -4.831712
H: 2.268220 -0.693356 -3.401887
H: 2.664040 -0.145386 -5.039651
S: -3.879129 -0.152007 0.078200
C: -4.082512 1.045774 1.339583
N: -4.453309 2.296326 1.032866
C: -4.637852 3.378747 2.006489
C: -3.848552 3.074090 3.263112
C: -4.167329 1.672768 3.725533
N: -3.870881 0.749842 2.633657
H: -4.665582 2.447422 0.052312
H: -5.703924 3.453959 2.266541
H: -4.332062 4.318206 1.532285
H: -4.125213 3.779471 4.047997
H: -2.773484 3.195958 3.086885
H: -5.235342 1.608115 3.976553
H: -3.570196 1.372230 4.591548
H: -3.815703 -0.238967 2.840581

Atoms 1-3, force components in eV/Å:
Sn 2.1 0.3 -0.2
N -0.3 0.6 0.8
N 0.8 0.7 -1.9

## Properties
Frontier orbital gap (alpha / beta) = 2.199 / 3.130 eV
Maximum force = 0.0423 hartree/bohr
Charge = -2
Energy above the lowest of the compared OMol25 structures with the same formula, charge and spin = 0.00 kJ/mol
Electronic energy = -57961.385 eV